Model A:
8
Properties=species:S:1:pos:R:3:lowdin_charge:R:1 method="wB97M-V/def2-TZVPD" charge=-1 homo_ev=-2.05 homo_lumo_gap_ev=3.7
C 1.3034 0.0945 -0.4606 -0.80
O -2.8089 0.6616 1.5733 -0.45
O -2.5850 -1.0126 -0.1785 -0.43
S 2.7996 -0.3833 0.3576 -0.01
S -2.0145 0.0999 0.4969 0.88
H 1.0274 1.0821 -0.1591 -0.03
H 0.5121 -0.6168 -0.2942 -0.05
H 1.7658 0.0745 -1.3355 -0.11

***

Model B:
8
Properties=species:S:1:pos:R:3:lowdin_charge:R:1 method="wB97M-V/def2-TZVPD" charge=-1 homo_ev="-3.96 / -3.95" homo_lumo_gap_ev="7.6 / 7.6"
C -0.0727 0.0817 -0.0634 -0.06
O -2.7833 1.2636 -1.2016 -0.52
O -2.8693 1.2166 1.2605 -0.50
S -3.4820 -1.2948 -0.0817 0.04
S -2.6163 0.4810 0.0220 0.13
H 0.1615 0.4852 0.9080 -0.03
H -0.0448 -0.9911 -0.1129 -0.04
H 0.3292 0.6216 -0.8952 -0.03

***

Model C:
8
Properties=species:S:1:pos:R:3:lowdin_charge:R:1 method="wB97M-V/def2-TZVPD" charge=-1 homo_ev=-3.20 homo_lumo_gap_ev=7.1
C -0.9437 0.0319 -0.5363 -0.45
O -1.7253 0.3739 0.6128 -0.45
O 0.6490 1.4585 0.9617 -0.58
S 1.8709 -1.2260 0.5826 0.11
S 0.0012 0.1467 0.9595 0.55
H -0.7485 0.7271 -1.3981 0.09
H -1.3097 -1.0267 -0.7755 0.08
H 2.2061 -0.4853 -0.4068 -0.35

***

Name the most stable of them. model B.

***

Model A:
70
Properties=species:S:1:pos:R:3:lowdin_charge:R:1 method="wB97M-V/def2-TZVPD" charge=0 homo_ev=-9.56 homo_lumo_gap_ev=9.5 smiles=OCCO.OCCO.OCCO.OCCO.OCCO.OCCO.OCCO
O 12.6075 10.3558 3.1047 -0.07
C 13.5083 11.4491 2.9989 -0.21
C 14.7058 11.0945 2.1279 -0.19
O 14.2197 11.0144 0.7817 -0.10
H 12.1977 10.3314 2.2369 0.03
H 12.8782 12.1873 2.5029 0.12
H 13.7751 11.9312 3.9394 0.13
H 15.1714 10.1705 2.4707 0.12
H 15.4181 11.9175 2.0695 0.12
H 14.8618 10.6516 0.1671 0.10
O 7.6899 10.2150 3.9845 -0.06
C 7.7647 10.9152 2.7543 -0.22
C 6.4531 10.8684 1.8861 -0.20
O 5.3145 11.1784 2.7269 -0.08
H 7.3354 10.8055 4.6532 0.08
H 8.0488 11.9542 2.9208 0.12
H 8.5563 10.3487 2.2638 0.10
H 6.1800 9.8798 1.5171 0.11
H 6.3466 11.2928 0.8878 0.09
H 5.3930 12.0834 3.0373 0.08
O 14.4411 5.0714 -0.2988 -0.03
C 14.3234 6.3555 -0.8649 -0.24
C 13.8036 7.3707 0.1122 -0.27
O 12.4650 7.1969 0.3154 -0.06
H 13.5479 4.7406 -0.1788 0.08
H 15.3157 6.7720 -1.0381 0.12
H 13.7393 6.3801 -1.7848 0.12
H 14.1024 8.3480 -0.2669 0.11
H 14.2102 7.2982 1.1209 0.14
H 12.3006 6.2589 0.4364 0.11
O 11.0562 9.4270 1.1238 -0.08
C 10.4277 9.9261 -0.0245 -0.22
C 11.5035 10.4161 -1.0535 -0.25
O 11.9493 11.6799 -0.6569 -0.04
H 11.5812 8.6895 0.8044 0.04
H 9.8304 9.0995 -0.4095 0.11
H 9.7582 10.7751 0.1133 0.11
H 11.0017 10.3607 -2.0195 0.09
H 12.2276 9.6094 -1.1676 0.10
H 12.7712 11.5382 -0.1815 0.03
O 6.5587 11.3749 -2.8991 -0.05
C 7.7331 11.6066 -2.0870 -0.21
C 8.7814 12.4551 -2.8929 -0.24
O 8.3899 13.7619 -3.2218 -0.06
H 6.0677 10.6843 -2.4480 0.08
H 7.5121 12.0437 -1.1133 0.10
H 8.3081 10.7123 -1.8467 0.08
H 8.9014 11.9676 -3.8604 0.11
H 9.7814 12.4831 -2.4601 0.10
H 9.1283 14.1445 -3.7013 0.08
O 12.0607 5.9446 4.3975 -0.06
C 11.2924 6.9833 3.7360 -0.24
C 10.5629 7.8351 4.7354 -0.23
O 11.5378 8.6192 5.4177 -0.07
H 12.9991 6.1463 4.4167 0.08
H 11.8781 7.6052 3.0591 0.09
H 10.5972 6.5040 3.0468 0.12
H 10.0693 7.1279 5.4019 0.12
H 9.8080 8.4913 4.3022 0.11
H 12.1807 8.9171 4.7700 0.04
O 10.7445 6.3244 -4.0042 -0.05
C 10.2988 7.5588 -3.4710 -0.26
C 8.8697 7.9628 -3.7631 -0.22
O 7.9656 7.0934 -3.0718 -0.06
H 11.6948 6.1976 -3.9538 0.08
H 10.4400 7.5573 -2.3902 0.10
H 10.9476 8.3701 -3.8009 0.11
H 8.6537 7.9034 -4.8298 0.12
H 8.6804 8.9889 -3.4477 0.10
H 7.8348 6.3546 -3.6706 0.08

***

Model B:
70
Properties=species:S:1:pos:R:3:lowdin_charge:R:1 method="wB97M-V/def2-TZVPD" charge=0 homo_ev=-9.68 homo_lumo_gap_ev=9.9 smiles=OCCO.OCCO.OCCO.OCCO.OCCO.OCCO.OCCO
O -0.9845 1.8967 -1.3495 -0.10
C -1.1311 0.8714 -0.3419 -0.20
C 0.1441 0.8139 0.5041 -0.20
O 0.0285 0.1033 1.7364 -0.09
H -1.2843 1.5270 -2.1889 0.05
H -2.0634 1.2177 0.1179 0.12
H -1.3862 -0.0989 -0.7715 0.11
H 0.5696 1.7965 0.7059 0.12
H 0.7834 0.1823 -0.1160 0.10
H 0.9059 -0.2878 1.8924 0.03
O -0.0884 -2.2241 3.8049 -0.04
C 1.2113 -2.5864 4.1882 -0.26
C 2.2436 -1.5599 3.8366 -0.21
O 2.2294 -1.2726 2.4396 -0.10
H -0.1468 -1.6370 3.0380 0.06
H 1.1919 -2.8431 5.2535 0.12
H 1.6061 -3.5623 3.8543 0.11
H 3.2391 -1.8186 4.2142 0.12
H 2.0427 -0.5543 4.2240 0.12
H 2.2673 -2.0834 1.8846 0.07
O 1.1048 -1.0045 -2.1401 -0.06
C 0.2498 -0.5623 -3.1581 -0.26
C 0.5977 -1.1418 -4.5392 -0.22
O 1.8818 -0.5907 -4.8235 -0.06
H 1.9992 -0.6638 -2.2413 0.10
H -0.7721 -0.8810 -2.9456 0.11
H 0.2609 0.5282 -3.1696 0.12
H -0.1884 -0.9087 -5.2664 0.11
H 0.5750 -2.2371 -4.4943 0.12
H 2.0763 -0.7079 -5.7607 0.09
O 2.2640 -2.9654 0.2699 -0.07
C 1.4535 -4.1231 0.1366 -0.23
C 2.0319 -5.3151 0.8726 -0.29
O 1.2163 -6.4349 0.6700 -0.03
H 2.0447 -2.4148 -0.4914 0.07
H 0.4328 -3.9711 0.4950 0.13
H 1.4525 -4.4632 -0.9026 0.13
H 2.3713 -5.0610 1.8920 0.11
H 3.0836 -5.4231 0.5426 0.12
H 1.2725 -6.9593 1.4746 0.09
O 0.0893 6.1756 -2.8463 -0.09
C 0.9801 5.4734 -1.9431 -0.21
C 0.0999 4.9232 -0.8606 -0.26
O -0.5909 5.9689 -0.1832 -0.07
H -0.3982 6.8089 -2.3061 0.07
H 1.3394 4.6404 -2.5480 0.12
H 1.8401 6.0895 -1.6844 0.12
H 0.6250 4.3013 -0.1183 0.11
H -0.6164 4.1900 -1.2321 0.10
H -1.2386 5.6314 0.4355 0.09
O -2.5818 0.5938 -4.0468 -0.06
C -2.6477 1.3262 -5.2532 -0.27
C -3.8271 1.1109 -6.2037 -0.25
O -3.7610 -0.0392 -7.0294 -0.06
H -2.7591 -0.3028 -4.3722 0.10
H -2.5752 2.3978 -5.0279 0.12
H -1.7204 1.3079 -5.8598 0.12
H -3.8458 2.0178 -6.8168 0.12
H -4.7325 1.1480 -5.5959 0.13
H -3.0391 0.1642 -7.6359 0.09
O -1.1170 0.4832 5.2766 -0.07
C -0.3082 -0.0393 6.3485 -0.24
C -0.8728 0.2470 7.7036 -0.27
O -1.1036 1.6008 7.9943 -0.05
H -0.7581 0.1599 4.4447 0.05
H -0.1231 -1.0933 6.1521 0.10
H 0.6034 0.5669 6.2676 0.12
H -0.2825 -0.2040 8.4997 0.12
H -1.8414 -0.2756 7.7720 0.12
H -1.6229 2.0471 7.3220 0.09

***

Name the most stable of them. model B.

***

Model A:
9
Properties=species:S:1:pos:R:3:lowdin_charge:R:1 method="wB97M-V/def2-TZVPD" charge=0 homo_ev="-9.41 / -9.41" homo_lumo_gap_ev="9.1 / 9.1" smiles="[O-]/[NH+]=C/C(Cl)(Cl)Cl"
O 0.6351 -1.9234 1.7299 -0.09
N 0.0487 -1.0974 0.9292 -0.14
C 0.4886 0.0663 0.3478 -0.25
C -0.2230 0.7632 -0.7007 -1.53
Cl 0.8774 0.9221 -2.1028 0.60
Cl -1.7281 -0.0892 -1.2060 0.60
Cl -0.6867 2.3994 -0.0510 0.56
H -0.8897 -1.4748 0.5074 0.14
H 1.4776 0.4338 0.5462 0.12

***

Model B:
9
Properties=species:S:1:pos:R:3:lowdin_charge:R:1 method="wB97M-V/def2-TZVPD" charge=0 homo_ev="-8.96 / -8.77" homo_lumo_gap_ev="8.7 / 7.8"
C -1.2209 0.4410 -0.2342 -0.19
C 1.3231 -0.1325 -0.5149 -1.64
N -1.4798 0.2467 1.0876 0.03
O -1.7567 -0.7357 0.0709 -0.03
Cl 1.3531 -1.8704 -0.5458 0.53
Cl 2.2212 0.4871 -1.7937 0.56
Cl 1.8809 0.5331 1.0238 0.50
H -1.6367 1.0955 -0.9073 0.10
H -0.6841 -0.0647 1.8135 0.14

***

Name the most stable of them. model A.

***

Model A:
7
Properties=species:S:1:pos:R:3:lowdin_charge:R:1 method="wB97M-V/def2-TZVPD" charge=0 homo_ev=-7.27 homo_lumo_gap_ev=7.1
C -0.4338 -0.7475 -0.0004 -0.31
P 2.2009 1.4913 1.4087 0.11
Br 1.6232 -0.2311 0.0554 0.38
H -0.7988 -0.2320 -0.9284 0.03
H -0.8284 -0.2349 0.8988 0.03
H -0.5295 -1.8278 -0.1416 0.01
H 1.2646 2.2859 0.5198 -0.25

***

Model B:
7
Properties=species:S:1:pos:R:3:lowdin_charge:R:1 method="wB97M-V/def2-TZVPD" charge=0 homo_ev=-9.77 homo_lumo_gap_ev=9.8 smiles=CPBr
C 0.7246 0.0121 -0.3489 -0.42
P -0.5741 0.7648 0.7749 0.52
Br -2.4727 -0.2136 -0.2584 0.06
H 0.8511 0.7091 -1.2070 0.04
H 0.3840 -0.9569 -0.6556 0.00
H 1.6092 0.0051 0.2147 0.00
H -0.5221 -0.3206 1.4803 -0.20

***

Name the most stable of them. model B.